1.
{
  "formula": "C19H22FIN3O6P",
  "method": "wB97M-V/def2-TZVPD",
  "energy_ha": -2091.60209,
  "lumo_energy_ev": -1.60,
  "total_charge": 0,
  "multiplicity": 1,
  "smiles": "C=Cc1nc2c([C@@H](C)F)cc(OC#N)c(C[C@@H](C)I)c2nc1P(O)O.COC(=O)OC",
  "symbols": ["C", "C", "C", "N", "C", "C", "C", "C", "F", "C", "C", "O", "C", "N", "C", "C", "C", "C", "I", "C", "N", "C", "P", "O", "O", "H", "H", "H", "H", "H", "H", "H", "H", "H", "H", "H", "H", "H", "H", "H", "H", "C", "O", "C", "O", "O", "C", "H", "H", "H", "H", "H", "H"],
  "coordinates": [[-0.89943, 2.40546, 2.87939], [-1.58470, 2.09137, 1.67858], [-1.33185, 0.64164, 1.11363], [-0.53674, 0.53663, 0.00212], [-0.40076, -0.81378, -0.31925], [0.48985, -1.14426, -1.50632], [1.18210, 0.06586, -2.25831], [2.41304, 0.49775, -1.33014], [1.63280, -0.33155, -3.53912], [0.72171, -2.51026, -1.96428], [0.09761, -3.68114, -1.22080], [0.30563, -5.03595, -1.61609], [-0.79619, -5.35540, -2.38363], [-1.83615, -5.63411, -2.79640], [-0.73223, -3.37803, -0.05382], [-1.33972, -4.60832, 0.74173], [-0.13851, -5.17409, 1.62714], [0.31642, -4.19562, 2.78993], [-0.54626, -7.11330, 2.51433], [-0.99986, -1.96076, 0.39570], [-1.81317, -1.79230, 1.51112], [-1.97243, -0.48122, 1.87403], [-3.01454, -0.15017, 3.42928], [-4.15542, 1.06339, 3.12288], [-3.86134, -1.57534, 3.81757], [-1.45410, 2.53695, 3.84697], [0.22869, 2.45250, 2.80943], [-2.22470, 2.84866, 1.15198], [0.45170, 0.92463, -2.29570], [2.52332, -0.26209, -0.49721], [3.39114, 0.51041, -1.88006], [2.25730, 1.49127, -0.83353], [1.37755, -2.71093, -2.85576], [-1.72244, -5.39848, 0.02800], [-2.16194, -4.26868, 1.42521], [0.74081, -5.31011, 0.92887], [-0.09423, -3.15356, 2.70923], [0.01876, -4.58220, 3.80458], [1.44330, -4.09395, 2.72108], [-4.27892, 1.07221, 2.14708], [-4.74442, -1.47689, 3.39769], [2.25848, 6.91793, -0.21782], [2.28643, 5.61760, -0.80530], [1.92038, 5.58919, -2.09352], [1.58646, 6.53768, -2.75502], [1.99100, 4.32037, -2.51635], [1.62555, 4.13653, -3.88413], [2.57210, 6.81764, 0.82026], [2.95413, 7.58593, -0.72743], [1.24757, 7.32751, -0.23683], [2.29596, 4.69325, -4.54019], [0.58926, 4.43481, -4.04938], [1.72101, 3.07534, -4.11141]],
  "nbo_charge": [-0.37, -0.26, 0.16, -0.36, 0.12, -0.01, 0.18, -0.66, -0.36, -0.23, 0.27, -0.47, 0.52, -0.36, -0.01, -0.47, -0.29, -0.66, 0.08, 0.13, -0.37, -0.16, 1.30, -0.95, -0.95, 0.23, 0.21, 0.23, 0.20, 0.22, 0.24, 0.24, 0.26, 0.24, 0.25, 0.22, 0.22, 0.23, 0.22, 0.49, 0.48, -0.26, -0.50, 0.98, -0.64, -0.50, -0.26, 0.20, 0.19, 0.19, 0.20, 0.19, 0.20]
}

2.
{
  "formula": "C19H22FN5O2",
  "method": "wB97M-V/def2-TZVPD",
  "energy_ha": -1261.38587,
  "lumo_energy_ev": 0.68,
  "total_charge": 0,
  "multiplicity": 1,
  "smiles": "Cc1cnc(CNC(=O)C[C@@H]2C(=O)NCCN2Cc2ccccc2F)cn1",
  "symbols": ["C", "C", "C", "N", "C", "C", "N", "C", "O", "C", "C", "C", "O", "N", "C", "C", "N", "C", "C", "C", "C", "C", "C", "C", "F", "C", "N", "H", "H", "H", "H", "H", "H", "H", "H", "H", "H", "H", "H", "H", "H", "H", "H", "H", "H", "H", "H", "H", "H"],
  "coordinates": [[0.47214, -0.06270, 6.97002], [0.48162, -0.56778, 5.56473], [-0.32112, -0.01842, 4.56571], [-0.30912, -0.47705, 3.32835], [0.49766, -1.49313, 3.04467], [0.50086, -2.01070, 1.63876], [-0.38260, -1.24294, 0.79955], [-0.57981, -1.56157, -0.48918], [-0.03813, -2.50570, -1.03463], [-1.51932, -0.60650, -1.20938], [-0.96701, 0.83939, -1.21805], [-1.67480, 1.67333, -0.15496], [-2.01549, 1.18481, 0.90840], [-1.85159, 2.98213, -0.41240], [-1.60510, 3.58642, -1.69857], [-1.85133, 2.50235, -2.75501], [-0.97762, 1.37225, -2.57489], [0.35325, 1.51563, -3.14725], [1.01022, 0.16231, -3.22866], [0.54394, -0.79924, -4.11635], [1.10740, -2.06002, -4.16288], [2.15597, -2.38704, -3.32021], [2.64253, -1.44941, -2.42984], [2.05917, -0.19800, -2.39633], [2.53830, 0.71128, -1.50562], [1.30438, -2.04149, 4.04090], [1.29284, -1.58279, 5.27907], [1.23181, -0.58191, 7.54681], [-0.50237, -0.23694, 7.42385], [0.66688, 1.00794, 6.99018], [-0.99104, 0.80891, 4.75781], [0.19929, -3.06777, 1.63094], [1.52181, -1.97582, 1.23293], [-0.89867, -0.48564, 1.24380], [-1.63167, -0.94511, -2.23816], [-2.49084, -0.62986, -0.71339], [0.07136, 0.80950, -0.85860], [-2.27612, 3.52905, 0.32231], [-0.57114, 3.94881, -1.76588], [-2.27882, 4.43421, -1.83827], [-2.88364, 2.14873, -2.65446], [-1.71734, 2.90542, -3.75962], [0.23584, 1.91649, -4.15817], [0.99198, 2.20608, -2.57276], [-0.28144, -0.54493, -4.76441], [0.72134, -2.79523, -4.85198], [2.58862, -3.37448, -3.34688], [3.45163, -1.67614, -1.75372], [1.97528, -2.86671, 3.84172]],
  "nbo_charge": [-0.64, 0.16, 0.01, -0.40, 0.15, -0.25, -0.65, 0.69, -0.64, -0.50, -0.15, 0.68, -0.64, -0.61, -0.24, -0.21, -0.45, -0.23, -0.14, -0.17, -0.21, -0.17, -0.29, 0.45, -0.35, 0.02, -0.39, 0.24, 0.22, 0.22, 0.20, 0.22, 0.21, 0.46, 0.25, 0.24, 0.24, 0.41, 0.19, 0.21, 0.20, 0.21, 0.21, 0.19, 0.21, 0.21, 0.22, 0.23, 0.20]
}

3.
{
  "formula": "C19H22N2O3",
  "method": "wB97M-V/def2-TZVPD",
  "energy_ha": -1072.41607,
  "lumo_energy_ev": 0.78,
  "total_charge": 0,
  "multiplicity": 1,
  "smiles": "O=C(c1cc(COc2ccc3c(c2)CCCC3)on1)N1CCCC1",
  "symbols": ["O", "C", "C", "C", "C", "C", "O", "C", "C", "C", "C", "C", "C", "C", "C", "C", "C", "O", "N", "N", "C", "C", "C", "C", "H", "H", "H", "H", "H", "H", "H", "H", "H", "H", "H", "H", "H", "H", "H", "H", "H", "H", "H", "H", "H", "H"],
  "coordinates": [[2.27887, 1.44505, -0.52439], [2.27703, 0.52736, -1.33208], [1.49751, -0.70559, -1.05844], [0.91631, -1.00750, 0.20318], [0.26697, -2.18673, -0.01318], [-0.55276, -3.07262, 0.87095], [-0.73531, -2.55217, 2.15695], [-1.47475, -1.40240, 2.31083], [-1.54261, -0.90713, 3.61051], [-2.24747, 0.24942, 3.87901], [-2.89735, 0.92641, 2.85968], [-2.83526, 0.42722, 1.56191], [-2.12805, -0.73188, 1.28546], [-3.51925, 1.23602, 0.50574], [-3.04810, 2.69232, 0.61461], [-3.19562, 3.25503, 2.04055], [-3.66302, 2.19730, 3.05204], [0.44110, -2.55978, -1.29458], [1.20314, -1.63962, -1.92985], [2.96530, 0.58982, -2.48270], [3.05238, -0.40205, -3.53462], [4.15067, 0.13271, -4.45300], [4.01852, 1.64594, -4.29454], [3.71388, 1.79301, -2.80889], [0.98316, -0.42260, 1.09463], [-1.51304, -3.29128, 0.37899], [-0.02664, -4.02312, 1.01756], [-1.02667, -1.44276, 4.39124], [-2.28648, 0.62962, 4.88949], [-2.09131, -1.08609, 0.26637], [-4.60223, 1.19348, 0.65538], [-3.30063, 0.84766, -0.49017], [-1.99869, 2.72715, 0.31716], [-3.61014, 3.30345, -0.09340], [-3.90495, 4.08440, 2.04908], [-2.23302, 3.64572, 2.37337], [-3.54115, 2.57575, 4.06784], [-4.72794, 1.99906, 2.89487], [2.09444, -0.47552, -4.05953], [3.28162, -1.38653, -3.12437], [5.12876, -0.19397, -4.09809], [4.02367, -0.19972, -5.48074], [3.18111, 2.01291, -4.88880], [4.91784, 2.18302, -4.58710], [4.63233, 1.82776, -2.21169], [3.11937, 2.67499, -2.56224]],
  "nbo_charge": [-0.62, 0.65, 0.04, -0.32, 0.29, -0.11, -0.50, 0.36, -0.29, -0.17, -0.05, 0.02, -0.32, -0.42, -0.39, -0.39, -0.42, -0.27, -0.12, -0.41, -0.21, -0.41, -0.41, -0.21, 0.26, 0.20, 0.22, 0.22, 0.21, 0.22, 0.21, 0.21, 0.21, 0.21, 0.20, 0.21, 0.22, 0.20, 0.20, 0.22, 0.20, 0.22, 0.20, 0.22, 0.20, 0.22]
}

4.
{
  "formula": "C19H22N2O3S",
  "method": "wB97M-V/def2-TZVPD",
  "energy_ha": -1470.21228,
  "lumo_energy_ev": 0.56,
  "total_charge": 0,
  "multiplicity": 1,
  "symbols": ["C", "C", "H", "H", "O", "C", "O", "C", "C", "C", "C", "C", "C", "H", "H", "N", "C", "O", "C", "C", "H", "H", "S", "C", "H", "H", "C", "C", "N", "C", "C", "C", "C", "H", "H", "H", "H", "H", "H", "H", "H", "H", "H", "H", "H", "H", "H"],
  "coordinates": [[-7.43272, -0.95091, -0.87712], [-6.73271, -0.98376, -2.28331], [-7.21242, -0.37631, -2.93024], [-6.57733, -1.97500, -2.71958], [-5.21474, -0.47355, -2.27140], [-4.29328, -1.24925, -1.65061], [-4.52479, -2.30177, -1.40580], [-2.95358, -0.83642, -1.51362], [-2.71270, 0.54791, -1.67364], [-1.55595, 1.18478, -1.53581], [-0.44534, 0.23975, -0.94193], [-0.56642, -1.14628, -0.88948], [-1.89637, -1.52395, -1.31148], [-2.16651, -2.64056, -0.88034], [0.19880, -1.74350, -0.74015], [0.86613, 0.94343, -0.86309], [1.30752, 2.20553, -1.28076], [0.69499, 3.11220, -1.53292], [2.74400, 2.01320, -0.95191], [3.20022, 2.05702, 0.62384], [2.57894, 1.31910, 1.01366], [3.32556, 3.03679, 1.20073], [4.83736, 1.21259, 0.85324], [4.52355, -0.37773, 0.39660], [3.75596, -0.76538, -0.48752], [5.35176, -0.86119, -0.28217], [4.23396, -1.28407, 1.27391], [2.93893, -1.12327, 2.27452], [1.89333, -0.76402, 1.56949], [0.69946, -0.47564, 2.16545], [0.70656, -0.40350, 3.57421], [1.98079, -0.45571, 4.14804], [3.01773, -0.75307, 3.58269], [4.05145, -0.74794, 3.96610], [1.97722, -0.12786, 5.25415], [-0.28877, -0.13394, 4.16982], [-0.12455, -0.61844, 1.46303], [4.98451, -1.23633, 2.26157], [4.06134, -2.42348, 1.07170], [3.36487, 1.36238, -1.36782], [3.07468, 3.26272, -1.33262], [1.51027, 0.27488, -0.31297], [-1.27341, 2.28494, -1.61474], [-3.55331, 1.38237, -2.00767], [-6.77453, -1.78915, -0.19161], [-7.50183, -0.01184, -0.55511], [-8.45375, -1.23558, -1.17710]],
  "nbo_charge": [-0.62, -0.04, 0.18, 0.20, -0.56, 0.77, -0.57, -0.19, -0.16, -0.27, 0.22, -0.32, -0.11, 0.22, 0.22, -0.71, 0.70, -0.54, -0.47, -0.49, 0.21, 0.25, 0.26, -0.70, 0.24, 0.27, -0.39, 0.28, -0.52, 0.00, -0.23, -0.18, -0.28, 0.23, 0.21, 0.24, 0.23, 0.17, 0.24, 0.22, 0.19, 0.43, 0.27, 0.23, 0.24, 0.20, 0.22]
}

5.
{
  "formula": "C19H22N2O4",
  "method": "wB97M-V/def2-TZVPD",
  "energy_ha": -1147.67319,
  "lumo_energy_ev": 0.40,
  "total_charge": 0,
  "multiplicity": 1,
  "smiles": "COC(=O)c1cn(NC(=O)[C@H]2CC[C@@H](C)CC2)c(=O)c2ccccc12",
  "symbols": ["C", "O", "C", "O", "C", "C", "N", "N", "C", "O", "C", "C", "C", "C", "C", "C", "C", "C", "O", "C", "C", "C", "C", "C", "C", "H", "H", "H", "H", "H", "H", "H", "H", "H", "H", "H", "H", "H", "H", "H", "H", "H", "H", "H", "H", "H", "H"],
  "coordinates": [[-2.22307, -0.06083, 6.21269], [-1.09940, -0.35823, 5.39408], [-1.37872, -1.11863, 4.28563], [-2.45063, -1.65387, 4.07122], [-0.35542, -1.32338, 3.24175], [-0.76183, -1.22923, 1.90992], [0.15679, -1.15588, 0.84825], [-0.30081, -0.89525, -0.49331], [-0.82062, 0.34450, -0.87593], [-1.47500, 0.97589, -0.06312], [-0.66321, 0.92249, -2.27579], [-2.00597, 0.95362, -3.01369], [-1.85556, 1.15109, -4.54896], [-0.51295, 1.83753, -4.93508], [-0.41434, 2.17167, -6.39840], [0.62516, 0.90223, -4.49243], [0.41139, 0.18787, -3.17377], [1.52544, -1.22626, 1.11985], [2.25367, -1.17373, 0.13647], [2.04507, -1.29462, 2.50035], [3.42681, -1.19455, 2.76670], [3.85066, -1.23344, 4.11793], [2.94658, -1.37595, 5.13679], [1.63655, -1.44124, 4.86459], [1.12849, -1.36300, 3.56374], [-1.88965, 0.64410, 6.97231], [-2.59583, -0.92829, 6.68625], [-3.06653, 0.37155, 5.65026], [-1.78780, -1.01649, 1.69200], [0.27036, -1.36438, -1.22126], [-0.39341, 1.97042, -2.12593], [-2.60418, 0.05611, -2.79195], [-2.60453, 1.79416, -2.64068], [-2.72497, 1.69034, -4.95758], [-1.90403, 0.16198, -5.05153], [-0.44829, 2.76854, -4.35314], [0.54833, 2.60135, -6.56976], [-1.15197, 2.95607, -6.57744], [-0.56728, 1.31280, -7.04652], [0.85503, 0.11207, -5.21592], [1.56778, 1.51451, -4.41451], [1.33733, 0.18649, -2.62016], [0.11780, -0.85633, -3.35315], [4.09997, -1.09375, 1.89394], [4.94461, -1.19189, 4.29370], [3.30742, -1.44524, 6.14674], [1.00079, -1.59296, 5.70481]],
  "nbo_charge": [-0.26, -0.51, 0.77, -0.59, -0.24, 0.12, -0.25, -0.46, 0.69, -0.59, -0.31, -0.39, -0.40, -0.22, -0.60, -0.39, -0.42, 0.64, -0.62, -0.18, -0.15, -0.22, -0.19, -0.22, 0.09, 0.20, 0.19, 0.20, 0.25, 0.42, 0.24, 0.21, 0.22, 0.21, 0.19, 0.19, 0.21, 0.21, 0.21, 0.21, 0.20, 0.23, 0.19, 0.24, 0.22, 0.22, 0.22]
}

6.
{
  "formula": "C19H22N2O5S2",
  "method": "wB97M-V/def2-TZVPD",
  "energy_ha": -2019.33835,
  "lumo_energy_ev": 0.43,
  "total_charge": 0,
  "multiplicity": 1,
  "smiles": "CCOC(=O)c1cccc(NC(=O)C2CCN(S(=O)(=O)c3cccs3)CC2)c1",
  "symbols": ["C", "C", "O", "C", "O", "C", "C", "C", "C", "C", "N", "C", "O", "C", "C", "C", "N", "S", "O", "O", "C", "C", "C", "C", "S", "C", "C", "C", "H", "H", "H", "H", "H", "H", "H", "H", "H", "H", "H", "H", "H", "H", "H", "H", "H", "H", "H", "H", "H", "H"],
  "coordinates": [[0.25069, 6.48174, -6.60895], [1.09028, 6.07739, -5.41226], [0.66354, 4.78565, -4.97836], [1.30492, 4.27558, -3.92386], [2.19906, 4.85007, -3.34852], [0.79997, 2.93325, -3.54094], [-0.23363, 2.30292, -4.22825], [-0.65343, 1.05148, -3.81677], [-0.06289, 0.41854, -2.73621], [0.97242, 1.04551, -2.04610], [1.61758, 0.47200, -0.94619], [1.40956, -0.74341, -0.36226], [0.60241, -1.55510, -0.75516], [2.31559, -0.95267, 0.85283], [2.34482, -2.41803, 1.30215], [1.01232, -2.84795, 1.91190], [0.63949, -1.93850, 2.97269], [-0.54080, -2.50281, 3.99262], [-0.14935, -3.80525, 4.43448], [-0.80296, -1.48034, 4.95853], [-1.97201, -2.69167, 2.95993], [-2.39299, -3.82327, 2.33267], [-3.51774, -3.59350, 1.51141], [-3.91182, -2.29229, 1.52693], [-2.92417, -1.32248, 2.54914], [0.49795, -0.57034, 2.53867], [1.84490, -0.07277, 2.02212], [1.39691, 2.30471, -2.45575], [0.55929, 7.46343, -6.95596], [-0.80031, 6.51561, -6.33480], [0.37698, 5.76375, -7.41484], [0.97307, 6.78465, -4.58325], [2.15507, 6.02993, -5.66759], [-0.69309, 2.79464, -5.07015], [-1.45399, 0.55437, -4.34344], [-0.39456, -0.55778, -2.42547], [2.34071, 1.05565, -0.54750], [3.33114, -0.65478, 0.56579], [2.56428, -3.06181, 0.44981], [3.13281, -2.53738, 2.04690], [1.09621, -3.83724, 2.36258], [0.24475, -2.87251, 1.12703], [-1.91511, -4.77420, 2.47727], [-4.00535, -4.36101, 0.93859], [-4.72806, -1.84196, 0.99812], [0.17039, 0.00568, 3.40494], [-0.25871, -0.48183, 1.74225], [2.57523, -0.13948, 2.82965], [1.75339, 0.97233, 1.72084], [2.19704, 2.81870, -1.94211]],
  "nbo_charge": [-0.62, -0.07, -0.51, 0.78, -0.60, -0.15, -0.18, -0.20, -0.24, 0.22, -0.62, 0.69, -0.61, -0.30, -0.40, -0.25, -0.67, 2.36, -0.93, -0.93, -0.58, -0.20, -0.26, -0.39, 0.50, -0.25, -0.40, -0.21, 0.22, 0.21, 0.21, 0.19, 0.19, 0.23, 0.22, 0.25, 0.40, 0.22, 0.23, 0.22, 0.23, 0.21, 0.25, 0.23, 0.24, 0.24, 0.19, 0.22, 0.21, 0.23]
}

no.,E_HOMO (eV)
1,-8.608
2,-8.624
3,-8.331
4,-8.576
5,-8.369
6,-8.934